Here is a molecular structure, C32H38IrN2OSi in a non-equilibrium geometry from the Open Molecules 2025 dataset. Energies are from the ωB97M-V functional and the def2-TZVPD basis.

XYZ file:
```
75
Properties=species:S:1:pos:R:3:forces:R:3:lowdin_charge:R:1
Ir 0.46136 -1.63818 0.24705 0.445 0.298 -0.897 1.252
C 2.54178 -2.83216 0.76446 -0.418 -0.046 -0.309 -0.280
C 1.47185 -3.78004 0.76987 0.535 -0.052 -0.466 -0.301
C 0.89728 -3.80108 -0.53866 0.119 0.361 0.224 -0.326
C 1.63335 -2.88024 -1.36789 0.017 -0.125 0.395 -0.309
C 2.65166 -2.28722 -0.55929 -0.209 -0.365 0.231 -0.294
C 3.77933 -1.42168 -1.00555 -0.126 0.072 0.092 -0.023
C 1.49862 -2.79628 -2.85301 -0.152 0.063 0.067 -0.026
C -0.09471 -4.80046 -1.03337 0.087 0.140 0.010 -0.032
C 1.11243 -4.72495 1.86789 -0.086 0.246 -0.105 -0.021
C 3.52030 -2.56949 1.85466 -0.025 0.077 -0.024 -0.027
H 3.88186 -0.54748 -0.36543 0.046 0.112 -0.006 0.086
H 3.64991 -1.08827 -2.03059 0.021 0.082 -0.061 0.069
H 4.71262 -1.98306 -0.94441 0.087 0.008 -0.046 0.096
H 0.51926 -2.42425 -3.15318 -0.026 0.015 -0.059 0.082
H 1.61877 -3.79110 -3.28422 0.041 0.002 -0.088 0.093
H 2.25672 -2.14549 -3.27960 0.007 0.035 -0.071 0.071
H -0.77833 -5.10414 -0.24428 -0.113 -0.050 0.019 0.073
H 0.43230 -5.69366 -1.37250 -0.025 -0.116 -0.044 0.098
H -0.66232 -4.41137 -1.87577 -0.097 -0.016 -0.018 0.081
H 0.06649 -4.62252 2.15353 -0.087 -0.044 0.084 0.070
H 1.72577 -4.55854 2.74802 0.002 -0.023 0.102 0.075
H 1.26523 -5.75065 1.53321 0.011 -0.078 0.033 0.096
H 3.71116 -1.50285 1.96079 0.036 0.042 0.082 0.084
H 4.47121 -3.04633 1.61171 0.085 -0.033 0.060 0.097
H 3.17930 -2.96427 2.80768 0.017 0.034 0.085 0.073
C -3.02433 2.95491 -0.97126 0.692 0.273 -0.113 -0.049
C -2.37308 1.60797 -0.77667 -2.295 -0.517 -0.056 -0.479
C -2.78240 0.97269 0.53331 0.723 0.025 0.229 -0.070
C -2.59313 0.64967 -1.92927 0.735 -0.119 -0.186 -0.053
Si -0.32470 1.83137 -0.67251 1.539 1.211 -0.018 0.574
O 0.20352 0.38446 -0.40701 0.015 -1.148 0.237 -0.398
C -0.00447 2.97869 0.80506 -0.335 -0.355 -0.705 -0.213
C -0.05324 2.46581 2.09551 -0.019 -0.145 0.149 -0.095
C 0.29344 3.24118 3.18773 -0.011 -0.018 0.030 -0.062
C 0.69325 4.55475 2.99419 -0.010 0.013 0.015 -0.060
C 0.74523 5.08193 1.71542 0.040 0.139 0.009 -0.065
C 0.39424 4.29932 0.62836 -0.011 0.088 -0.155 -0.082
C 0.16182 2.55361 -2.35860 -0.285 -0.258 0.684 -0.218
C 1.03573 1.82912 -3.16669 -0.010 -0.188 0.148 -0.081
C 1.45239 2.32545 -4.38886 0.067 -0.068 -0.088 -0.066
C 0.99100 3.55300 -4.83072 -0.075 0.058 0.020 -0.064
C 0.13072 4.29333 -4.03498 -0.006 0.031 -0.023 -0.063
C -0.27608 3.79521 -2.80946 -0.121 0.175 0.046 -0.110
H -4.10369 2.86808 -0.82950 -0.083 -0.226 0.038 0.112
H -2.84659 3.33491 -1.97132 -0.052 0.112 -0.105 0.079
H -2.66519 3.67552 -0.23879 -0.034 0.145 0.062 0.094
H -3.83692 0.69444 0.49524 -0.137 0.079 -0.183 0.112
H -2.64068 1.65125 1.36915 -0.022 0.055 0.167 0.091
H -2.20844 0.06525 0.70273 -0.003 -0.082 0.122 0.049
H -3.65872 0.43786 -2.03363 -0.175 0.135 0.135 0.109
H -2.07872 -0.29211 -1.73969 -0.029 -0.076 -0.050 0.078
H -2.23931 1.04573 -2.87815 0.003 0.068 -0.080 0.092
H -0.34680 1.43786 2.24675 -0.043 -0.181 0.056 0.073
H 0.25040 2.82475 4.18321 -0.014 -0.035 0.072 0.089
H 0.96429 5.16529 3.84134 0.030 0.064 0.091 0.111
H 1.06378 6.10424 1.56026 0.003 0.003 0.003 0.112
H 0.45817 4.71802 -0.36321 0.028 0.087 -0.140 0.091
H 1.39569 0.87351 -2.81914 0.073 -0.201 0.005 0.093
H 2.13572 1.75497 -5.00160 0.030 -0.052 -0.015 0.110
H 1.29427 3.93287 -5.79328 0.074 0.054 -0.102 0.110
H -0.22503 5.25659 -4.36847 -0.021 0.077 -0.029 0.111
H -0.93884 4.39366 -2.20090 -0.065 0.082 0.027 0.093
N -1.19095 0.91056 5.52496 0.120 0.361 0.390 0.205
C -1.43311 0.14639 4.70873 0.019 0.140 0.203 -0.174
C -1.71082 -0.76682 3.66323 -0.453 -0.583 -0.615 -0.206
C -3.02114 -1.13468 3.33369 0.478 -0.163 -0.108 0.014
C -3.19059 -2.02617 2.28298 0.008 0.079 0.169 -0.038
C -2.09090 -2.48060 1.58689 0.119 -0.150 0.059 -0.123
N -0.82704 -2.10748 1.88254 -0.528 0.240 0.355 -0.101
C -0.65135 -1.29391 2.93567 0.073 -0.031 0.146 -0.085
H -3.85844 -0.76465 3.90132 -0.092 0.108 0.051 0.132
H -4.17142 -2.36940 2.00130 -0.143 -0.060 -0.018 0.120
H -2.19240 -3.19013 0.77736 0.008 0.042 -0.119 0.114
H 0.37167 -1.07255 3.21561 0.001 0.075 -0.100 0.133
```
Positions in Å, forces in eV/Å.

## Properties
Charge: +1
Highest occupied orbital energy (alpha / beta), hartree: -0.3197 / -0.4135
E_LUMO (alpha / beta), eV: -3.21 / -6.37
Largest force on an atom, eV Å⁻¹: 2.4
Frontier orbital gap (alpha / beta), eV: 5.49 / 4.89
Spin multiplicity: 5
Calculated total energy, eV: -49536.935

***

Here is 5 unconnected molecules or ions with the total composition C3H15NO4 in a non-equilibrium geometry from the Open Molecules 2025 dataset. Energies are from the ωB97M-V functional and the def2-TZVPD basis.

XYZ file:
```
23
Properties=species:S:1:pos:R:3:forces:R:3:lowdin_charge:R:1
C -0.95039 -2.93983 0.39938 1.451 0.444 3.295 -0.161
C -0.62667 -1.79588 -0.50329 -4.377 -1.998 -0.716 -0.176
C -1.59083 -1.63882 -1.46931 3.574 1.037 0.605 -0.229
N -1.35873 -0.57567 -2.29675 -0.625 3.376 -2.145 -0.016
H -0.96759 -3.84119 -0.14794 -0.142 -1.278 -0.469 0.042
H -0.05783 -2.97124 1.07947 -0.701 -0.649 -0.275 0.070
H -1.81286 -2.93768 1.14932 0.779 0.507 -1.336 0.090
H 0.32941 -1.34713 -0.40533 0.308 0.871 -0.339 0.074
H -2.36832 -2.33649 -1.70139 -0.425 -0.228 0.250 0.109
H -1.81053 -0.31307 -3.24111 0.862 -0.956 2.677 0.125
H -0.93871 0.21788 -1.75040 -0.661 -1.131 -1.585 0.095
O 2.71906 1.17549 -0.97342 -4.427 2.010 -0.074 -0.073
H 2.23532 2.05001 -0.66964 1.751 -2.490 -0.779 0.098
H 3.61581 1.20246 -0.78448 2.535 0.569 0.738 -0.003
O 0.14382 3.24353 -0.31319 0.890 0.016 0.236 -0.027
H -0.25941 3.77548 -0.98639 -0.281 0.445 -0.545 0.032
H -0.50447 2.58765 -0.08948 -0.440 -0.565 0.349 0.025
O 1.81226 0.38760 1.56140 -0.313 0.224 2.355 -0.026
H 1.15844 -0.29167 1.56844 -1.316 -0.774 1.220 -0.002
H 1.99216 0.28151 0.67198 1.596 0.597 -3.387 -0.059
O -0.91045 0.69756 2.78256 -0.586 -2.090 -2.270 0.005
H -1.77575 0.94885 3.01441 -2.035 0.122 0.137 0.016
H -0.43481 1.21799 3.35027 2.583 1.940 2.058 -0.008
```
Positions in Å, forces in eV/Å.

## Properties
Highest occupied orbital energy, hartree: -0.2742
SMILES: C/C=C/N.O.O.O.O
E_LUMO, eV: 0.49
Largest force on an atom, eV Å⁻¹: 4.9
Frontier orbital gap, eV: 7.95
Calculated total energy, eV: -13032.191

***

Here is 5 unconnected molecules or ions with the total composition C19H36NO14P2S in a non-equilibrium geometry from the Open Molecules 2025 dataset. Energies are from the ωB97M-V functional and the def2-TZVPD basis.

XYZ file:
```
73
Properties=species:S:1:pos:R:3:forces:R:3:lowdin_charge:R:1
C 2.20209 4.52194 5.34458 -0.265 -0.117 -0.118 -0.072
C 1.88514 3.02896 5.24499 -0.281 1.075 0.299 -0.301
N 2.78521 2.38094 4.26982 -0.109 -0.855 -0.133 -0.217
P 2.97558 0.74031 4.46113 -0.866 0.168 -0.008 0.888
C 1.51613 -0.22568 4.90820 0.038 -0.375 -0.118 -0.305
C 0.44505 -0.43022 3.81934 -0.186 0.128 0.287 -0.209
C -0.16979 0.83910 3.20501 -1.033 -0.791 -0.786 -0.418
C -1.32607 1.34547 4.09693 1.228 0.851 -0.090 -0.066
C -0.78360 0.47766 1.81785 -0.167 -0.071 0.490 -0.054
P 4.03837 -0.00891 2.68213 2.730 0.139 -0.129 0.036
O 3.60112 0.77919 1.36034 -0.927 0.209 0.952 -0.225
O 3.66455 -1.53598 2.47187 -0.098 0.262 0.314 -0.199
S 5.89882 0.27451 3.09498 -0.602 -0.001 0.203 0.341
H 3.15971 4.71038 5.82979 -0.063 0.003 -0.089 0.082
H 1.39905 5.02915 5.89235 0.255 -0.127 0.016 0.088
H 2.20531 4.95176 4.33741 0.122 0.024 0.133 0.080
H 1.98859 2.55935 6.22668 0.168 -0.104 -0.102 0.116
H 0.83238 2.93767 4.95616 0.160 -0.314 -0.104 0.097
H 2.55426 2.62574 3.31165 -0.008 0.181 0.135 0.087
H 3.90078 0.56773 5.49050 0.049 -0.038 -0.026 0.049
H 1.10683 0.17695 5.84220 0.062 0.132 -0.125 0.099
H 1.92359 -1.21463 5.16619 0.050 0.143 0.098 0.103
H -0.37907 -0.95477 4.32072 0.163 -0.106 -0.194 0.129
H 0.80581 -1.13352 3.05940 0.147 0.278 0.071 0.107
H 0.55265 1.63681 3.01922 0.229 -0.035 0.285 0.094
H -2.18715 0.68649 4.01314 0.026 0.028 0.154 0.089
H -1.57466 2.36585 3.78003 -0.347 -0.256 0.028 0.090
H -0.98141 1.43634 5.13297 -0.293 -0.156 0.073 0.070
H -1.82962 0.19992 1.97737 0.173 0.015 -0.239 0.060
H -0.75502 1.32300 1.12895 0.015 -0.073 -0.002 0.082
H -0.30957 -0.39886 1.36652 0.120 0.258 -0.079 0.079
H 3.85589 1.71898 1.51249 -0.015 -0.621 -0.496 0.089
H 4.40535 -2.02968 2.90284 -0.589 0.076 -0.539 0.099
C -4.08297 -1.78508 0.01086 -0.146 -0.015 -0.115 -0.105
C -4.50480 -3.22446 0.21038 -0.132 0.002 -0.121 -0.098
O -3.51555 -3.69870 1.14912 -0.051 0.103 -0.022 0.074
C -3.03717 -2.64116 1.82564 0.069 -0.071 0.028 -0.581
O -2.32867 -2.69840 2.78634 0.008 0.063 -0.081 0.137
O -3.45302 -1.48284 1.26741 -0.029 0.071 -0.079 0.033
H -4.91662 -1.11333 -0.17010 -0.016 0.035 0.170 0.130
H -3.35019 -1.67306 -0.79079 0.058 -0.025 0.059 0.135
H -5.49228 -3.31548 0.66048 0.012 0.037 0.036 0.138
H -4.48026 -3.80138 -0.70813 0.149 -0.148 0.081 0.128
C 4.89428 -0.32103 -2.10229 0.067 -0.061 0.081 -0.107
C 5.01310 1.08335 -1.54731 0.153 0.050 0.051 -0.118
O 4.73809 1.89315 -2.69626 -0.052 -0.136 0.018 0.070
C 4.01046 1.15378 -3.56847 -0.070 -0.024 -0.197 -0.554
O 3.47972 1.57307 -4.54670 0.091 0.016 0.197 0.165
O 3.96476 -0.14250 -3.17476 0.016 0.056 0.072 0.063
H 4.51587 -1.04026 -1.38056 -0.171 -0.018 -0.097 0.130
H 5.83582 -0.68854 -2.51187 0.017 0.038 -0.008 0.138
H 4.26924 1.29907 -0.77991 -0.035 -0.067 -0.184 0.098
H 6.00314 1.29789 -1.15248 0.037 0.146 -0.148 0.138
C -6.08428 -1.36986 -4.75611 0.058 -0.034 -0.081 -0.103
C -5.54210 -2.77522 -4.59086 0.046 -0.005 -0.110 -0.099
O -5.69590 -2.99162 -3.17573 0.002 0.081 -0.042 0.043
C -6.67569 -2.16895 -2.72751 -0.136 0.036 0.035 -0.576
O -7.15773 -2.21791 -1.63863 0.259 -0.051 -0.008 0.154
O -7.02722 -1.28122 -3.67733 0.059 -0.005 -0.075 0.068
H -6.57843 -1.20733 -5.70832 -0.172 0.008 0.061 0.135
H -5.31922 -0.60626 -4.61623 0.035 -0.001 0.038 0.133
H -6.13384 -3.51918 -5.12454 -0.049 0.012 0.038 0.135
H -4.50069 -2.87107 -4.88259 0.064 -0.023 0.169 0.134
C 1.19538 0.59381 -7.37931 0.070 0.065 0.027 -0.105
C 0.94382 0.34241 -5.90801 0.060 0.039 0.050 -0.126
O -0.37476 -0.23031 -5.91957 0.092 0.038 -0.071 0.051
C -0.58686 -0.77622 -7.14217 -0.117 -0.138 -0.032 -0.577
O -1.50931 -1.47650 -7.41795 0.076 0.112 0.093 0.153
O 0.39435 -0.42246 -8.00004 0.032 0.079 0.053 0.064
H 2.23796 0.48430 -7.66071 -0.026 -0.153 -0.088 0.134
H 0.83846 1.57184 -7.70474 -0.052 -0.013 0.009 0.134
H 1.64004 -0.38099 -5.48387 -0.004 -0.020 -0.019 0.126
H 0.96678 1.24674 -5.31010 -0.160 -0.010 0.049 0.121
```
Positions in Å, forces in eV/Å.

## Properties
Charge: +1
Highest occupied orbital energy, hartree: -0.4535
E_LUMO, eV: -3.55
Largest force on an atom, eV Å⁻¹: 2.7
Frontier orbital gap, eV: 8.79
Calculated total energy, eV: -79850.750

***

Here is 2 unconnected molecules or ions with the total composition HN3O4S in a non-equilibrium geometry from the Open Molecules 2025 dataset. Energies are from the ωB97M-V functional and the def2-TZVPD basis.

XYZ file:
```
9
Properties=species:S:1:pos:R:3:forces:R:3:lowdin_charge:R:1
N 0.51976 4.50686 1.27156 0.147 -0.155 0.061 0.087
N 1.01006 3.56402 1.51668 -0.139 0.567 0.209 0.020
N -0.99904 1.25552 1.33614 -3.391 -0.407 -1.398 -0.544
O -1.38548 0.99414 2.43095 1.228 -0.142 1.674 0.063
O -1.77332 1.55126 0.44048 0.917 0.451 -0.422 0.021
O 0.27420 -0.69252 0.22743 1.742 1.916 2.312 -0.232
O 0.82058 1.69712 -0.42273 -0.037 0.388 -1.095 -0.416
S 0.70215 0.87148 0.72138 1.245 -2.633 0.568 0.979
H -0.35949 -0.53687 -0.43564 -1.711 0.014 -1.910 0.023
```
Positions in Å, forces in eV/Å.

## Properties
Highest occupied orbital energy, hartree: -0.4098
E_LUMO, eV: -0.70
Largest force on an atom, eV Å⁻¹: 3.7
Frontier orbital gap, eV: 10.45
Calculated total energy, eV: -23508.343

***

> What is the calculated total energy in the first record?

-49536.935 eV